Record 1
Below is a structure of composition C12H7IrN2O5S, with properties calculated with ωB97M-V/def2-TZVPD.

Cartesian coordinates (Å):
Ir 0.086 1.106 -0.454
O 0.276 -0.282 5.637
C 0.134 -0.141 4.305
C -1.110 -0.132 3.676
C -1.157 0.031 2.309
N -0.051 0.190 1.587
C 1.136 0.184 2.186
C 1.283 0.005 3.543
C 2.328 0.428 1.277
O 3.435 0.140 1.656
O 2.024 0.952 0.113
C -2.515 -0.002 1.628
O -3.507 -0.062 2.304
O -1.595 -0.754 -0.536
H -0.588 -0.355 6.061
H -2.036 -0.254 4.222
H 2.268 -0.011 3.987
S -2.113 1.773 -0.374
C -2.616 0.079 0.089
C -3.974 -0.252 -0.424
C -4.467 -1.507 -0.340
C -3.753 -2.620 0.145
C -2.352 -2.758 0.314
N -1.328 -2.021 -0.024
H -4.561 0.554 -0.844
H -5.496 -1.675 -0.635
H -4.321 -3.516 0.357
H -2.003 -3.709 0.702

Frontier orbital gap (alpha / beta), eV: 7.6 / 7.4
HOMO energy (alpha / beta), eV: -8.4 / -9.3
Strongest force on any atom, eV Å⁻¹: 0.48
2S+1: 5



Record 2
Below is a cluster of 5 separate species, C32H32O3 in total in a non-equilibrium geometry, with properties calculated with ωB97M-V/def2-TZVPD.

Cartesian coordinates (Å):
O -2.355 4.246 -0.229
C -1.656 4.188 -1.255
C -2.035 3.298 -2.538
C -0.965 2.734 -3.275
C 0.515 3.028 -2.735
O 1.383 2.138 -2.746
C 0.763 4.491 -2.172
C 2.119 5.276 -2.436
C 1.847 6.751 -2.989
O 1.939 6.747 -4.449
C -0.310 5.045 -1.423
H -3.124 3.194 -2.821
H -1.150 2.115 -4.219
H 2.847 5.242 -1.554
H 2.657 4.718 -3.286
H 2.592 7.487 -2.523
H 0.802 7.149 -2.744
H 1.242 7.373 -4.732
H -0.180 6.090 -1.013
C 4.734 0.334 -1.354
C 3.397 -0.051 -1.371
C 2.957 -1.077 -0.541
C 3.856 -1.723 0.303
C 5.195 -1.345 0.313
C 5.634 -0.316 -0.514
H 5.075 1.139 -1.996
H 2.696 0.451 -2.030
H 1.914 -1.375 -0.552
H 3.513 -2.522 0.951
H 5.897 -1.852 0.966
H 6.677 -0.019 -0.505
C 0.861 -1.134 4.464
C 1.967 -1.255 3.630
C 2.918 -2.240 3.873
C 2.765 -3.104 4.954
C 1.664 -2.977 5.793
C 0.710 -1.994 5.548
H 0.116 -0.370 4.270
H 2.089 -0.580 2.788
H 3.779 -2.336 3.220
H 3.505 -3.874 5.142
H 1.547 -3.646 6.639
H -0.150 -1.897 6.201
C -5.557 1.320 -5.178
C -6.764 0.836 -4.683
C -7.644 1.694 -4.031
C -7.315 3.037 -3.870
C -6.104 3.519 -4.356
C -5.226 2.661 -5.011
H -4.875 0.652 -5.692
H -7.020 -0.211 -4.807
H -8.586 1.317 -3.649
H -8.001 3.706 -3.364
H -5.845 4.564 -4.225
H -4.283 3.038 -5.393
C -0.383 -5.588 4.420
C -1.099 -6.345 5.341
C -0.966 -7.730 5.358
C -0.119 -8.358 4.451
C 0.591 -7.602 3.524
C 0.460 -6.217 3.509
H -0.481 -4.508 4.411
H -1.762 -5.856 6.047
H -1.522 -8.320 6.079
H -0.012 -9.437 4.466
H 1.247 -8.092 2.812
H 1.015 -5.627 2.787

Frontier orbital gap, eV: 8.0
HOMO energy, eV: -9.1
Strongest force on any atom, eV Å⁻¹: 3.60
2S+1: 1



Record 3
Below is a structure of composition C28H37AlAs2N7O8Se2, with properties calculated with ωB97M-V/def2-TZVPD.

Cartesian coordinates (Å):
Al 0.199 -0.373 1.109
C -2.977 -3.616 0.213
N -3.313 -2.194 0.090
C -4.693 -1.845 -0.293
C -2.390 -1.279 0.321
N -1.113 -1.573 0.552
N -2.787 0.042 0.360
C -1.983 1.144 0.141
N -2.603 2.208 -0.331
N -0.695 1.131 0.445
H -3.897 -4.178 0.338
H -2.364 -3.792 1.096
H -2.465 -3.978 -0.681
H -5.163 -2.734 -0.701
H -4.698 -1.086 -1.075
H -5.270 -1.524 0.576
H -0.894 -2.539 0.359
H -3.769 0.205 0.188
H -3.453 2.071 -0.865
H -2.035 3.009 -0.574
H -0.240 1.925 -0.005
Se 3.244 -1.985 2.412
Se 1.057 -2.676 2.698
C 0.486 -1.176 3.760
C 0.425 -1.183 5.133
C 0.058 -0.004 5.779
C -0.229 1.127 5.029
C -0.165 1.052 3.652
N 0.181 -0.087 3.025
C 3.116 -0.929 0.816
C 4.331 -0.795 0.168
C 4.429 0.001 -0.959
C 3.288 0.641 -1.421
C 2.110 0.467 -0.742
N 1.998 -0.303 0.376
H 0.667 -2.078 5.690
H 0.007 0.027 6.859
H -0.506 2.058 5.502
H -0.395 1.900 3.020
H 5.196 -1.329 0.539
H 5.376 0.105 -1.472
H 3.303 1.260 -2.306
H 1.206 0.934 -1.105
C -5.332 0.453 -4.757
O -3.932 0.820 -4.599
C -3.454 0.953 -3.398
O -4.069 0.722 -2.363
C -2.032 1.391 -3.239
C -1.508 2.573 -3.640
As -1.840 2.740 -5.584
C -0.809 4.290 -6.186
C -0.433 1.308 -5.739
C -0.127 0.321 -4.893
As -0.684 0.003 -2.994
C -1.812 -1.574 -3.302
C 0.790 -0.816 -5.209
O 1.185 -1.537 -4.311
O 1.069 -0.951 -6.485
C 1.927 -2.037 -6.914
C 0.026 1.373 -7.180
O -0.802 1.201 -8.027
O 1.263 1.755 -7.489
C 2.257 2.012 -6.497
C -0.283 3.057 -2.946
O -0.111 2.935 -1.734
O 0.550 3.736 -3.705
C 1.633 4.425 -3.048
H -5.615 0.829 -5.734
H -5.929 0.907 -3.973
H -5.415 -0.630 -4.729
H -1.098 5.147 -5.579
H -1.120 4.471 -7.214
H 0.266 4.155 -6.139
H -2.379 -1.487 -4.228
H -2.502 -1.700 -2.467
H -1.151 -2.436 -3.368
H 2.629 -1.612 -7.624
H 1.302 -2.775 -7.410
H 2.436 -2.475 -6.062
H 2.890 1.132 -6.382
H 1.815 2.285 -5.540
H 2.857 2.838 -6.871
H 2.134 4.988 -3.827
H 2.316 3.709 -2.593
H 1.242 5.091 -2.284

Frontier orbital gap, eV: 6.7
HOMO energy, eV: -15.4
Total charge: +3
Strongest force on any atom, eV Å⁻¹: 0.16
ΔE to the lowest compared entry with this formula, charge and spin, kJ/mol: 27.2
2S+1: 1



Record 4
Below is a cluster of 3 separate species, C27H44BO6P in total in a non-equilibrium geometry, with properties calculated with ωB97M-V/def2-TZVPD.

Cartesian coordinates (Å):
C 1.631 -2.236 -0.470
C 0.227 -2.239 -1.163
B -0.060 -0.850 -1.847
O -0.458 -0.824 -3.173
C 0.071 0.529 -1.072
C -0.617 0.817 0.043
C -1.636 -0.063 0.721
O -2.868 0.622 0.972
C -3.463 1.086 -0.180
C -4.258 0.243 -0.948
C -4.843 0.701 -2.124
C -4.666 2.012 -2.554
C -3.887 2.863 -1.773
C -3.306 2.404 -0.595
C -0.357 2.127 0.717
O -0.931 2.484 1.713
C 0.696 3.015 0.172
C 1.347 2.750 -0.952
P 2.638 3.891 -1.587
O 2.281 3.938 -3.175
O 4.056 3.074 -1.404
C 1.019 1.503 -1.679
O 1.504 1.263 -2.764
H 1.546 -2.701 0.508
H 2.342 -2.783 -1.077
H 1.984 -1.222 -0.295
H 0.213 -3.032 -1.906
H -0.520 -2.491 -0.412
H 0.317 -0.817 -3.749
H -1.887 -0.959 0.158
H -1.238 -0.354 1.690
H -4.434 -0.778 -0.637
H -5.465 0.030 -2.701
H -5.107 2.383 -3.465
H -3.743 3.880 -2.108
H -2.703 3.092 -0.023
H 0.931 3.902 0.744
H 2.491 3.114 -3.642
H 4.679 3.455 -2.036
C 3.785 3.139 2.110
C 4.818 2.421 2.973
C 5.197 3.196 4.234
C 5.849 4.556 3.980
C 7.120 4.510 3.131
C 8.247 3.708 3.775
H 4.153 4.100 1.749
H 3.536 2.537 1.235
H 2.865 3.314 2.674
H 5.709 2.209 2.375
H 4.413 1.450 3.271
H 5.862 2.577 4.842
H 4.298 3.349 4.839
H 6.083 5.014 4.946
H 5.128 5.223 3.501
H 7.465 5.536 2.974
H 6.900 4.107 2.140
H 8.517 4.129 4.746
H 9.138 3.723 3.146
H 7.969 2.664 3.922
C -3.382 -3.481 -2.437
C -3.283 -4.284 -1.142
C -3.477 -5.786 -1.342
C -4.849 -6.189 -1.884
C -6.035 -5.734 -1.034
C -6.036 -6.332 0.370
H -4.369 -3.583 -2.892
H -3.216 -2.421 -2.237
H -2.637 -3.808 -3.164
H -4.006 -3.902 -0.416
H -2.296 -4.114 -0.701
H -3.293 -6.296 -0.392
H -2.709 -6.154 -2.030
H -4.877 -7.279 -1.979
H -4.970 -5.798 -2.898
H -6.956 -6.031 -1.541
H -6.060 -4.642 -0.970
H -6.063 -7.422 0.328
H -6.910 -5.997 0.930
H -5.152 -6.035 0.937

Frontier orbital gap, eV: 7.1
HOMO energy, eV: -8.7
Strongest force on any atom, eV Å⁻¹: 2.31
2S+1: 1



Record 5
Below is a structure of composition C30H38N10O2S4Zn in a non-equilibrium geometry, with properties calculated with ωB97M-V/def2-TZVPD.

Cartesian coordinates (Å):
Zn -0.151 1.984 -1.617
S -0.375 -0.095 -3.065
C 0.822 -1.217 -2.683
N 0.556 -2.521 -2.749
C 1.623 -3.510 -2.659
C 2.642 -3.082 -1.634
N 3.104 -1.738 -1.943
C 4.525 -1.465 -1.695
C 4.864 -1.356 -0.224
C 5.024 -2.493 0.564
C 5.320 -2.380 1.914
C 5.484 -1.126 2.486
C 5.363 0.009 1.698
C 5.042 -0.103 0.353
C 2.246 -0.801 -2.364
S 2.716 0.768 -2.639
C -0.779 -3.056 -3.002
C -1.217 -4.046 -1.942
C -0.760 -3.978 -0.629
C -1.167 -4.915 0.311
C -2.059 -5.915 -0.046
C -2.546 -5.968 -1.343
C -2.118 -5.047 -2.288
H 2.098 -3.626 -3.639
H 1.185 -4.463 -2.374
H 3.490 -3.763 -1.669
H 2.225 -3.115 -0.622
H 4.781 -0.539 -2.198
H 5.091 -2.280 -2.151
H 4.945 -3.479 0.122
H 5.439 -3.271 2.515
H 5.724 -1.039 3.537
H 5.537 0.987 2.130
H 4.950 0.785 -0.261
H -0.786 -3.545 -3.980
H -1.473 -2.220 -3.047
H -0.059 -3.204 -0.337
H -0.772 -4.870 1.319
H -2.367 -6.648 0.687
H -3.253 -6.736 -1.626
H -2.485 -5.102 -3.306
N -1.311 3.864 -0.809
C -2.350 3.240 0.024
C -3.397 4.293 0.471
C -4.865 3.895 0.668
C -5.259 3.054 1.910
N -4.266 2.978 2.996
C -3.676 1.872 3.448
N -3.633 0.775 2.721
N -3.074 1.905 4.650
C -2.839 2.008 -0.783
O -3.756 1.299 -0.339
O -2.177 1.748 -1.835
H -0.844 4.603 -0.294
H -1.781 4.296 -1.600
H -1.850 2.816 0.902
H -3.400 5.047 -0.319
H -3.042 4.785 1.380
H -5.205 3.377 -0.227
H -5.427 4.827 0.728
H -5.517 2.046 1.607
H -6.147 3.506 2.351
H -4.239 3.776 3.610
H -3.805 0.831 1.696
H -3.254 -0.067 3.114
H -3.273 2.641 5.307
H -2.678 1.063 5.031
N -1.591 -0.899 -0.111
C -0.586 -0.273 0.508
N -0.046 0.857 0.128
C 0.946 1.292 0.992
C 1.170 0.482 2.050
S 0.129 -0.900 1.980
C 1.648 2.516 0.620
C 2.575 3.188 1.339
S 3.226 4.493 0.420
C 2.187 4.057 -0.906
N 1.415 3.034 -0.645
N 2.158 4.754 -2.057
H -2.080 -0.443 -0.872
H -1.880 -1.820 0.171
H 1.901 0.564 2.834
H 2.916 2.999 2.343
H 2.870 5.436 -2.252
H 1.678 4.361 -2.849

Frontier orbital gap, eV: 7.3
HOMO energy, eV: -12.8
Total charge: +2
Strongest force on any atom, eV Å⁻¹: 1.26
ΔE to the lowest compared entry with this formula, charge and spin, kJ/mol: 0.0
2S+1: 1



Record 6
Below is a structure of composition C74H52N6O2P3SiSn, with properties calculated with ωB97M-V/def2-TZVPD.

Cartesian coordinates (Å):
Sn -0.607 1.084 -0.195
C 6.647 2.444 0.364
C 5.707 2.179 1.352
C 4.586 1.415 1.060
C 4.392 0.887 -0.216
C 5.329 1.176 -1.206
C 6.450 1.949 -0.917
P 2.910 -0.195 -0.441
C 2.960 -0.542 -2.242
C 2.564 0.529 -3.054
C 2.438 0.381 -4.427
C 2.691 -0.855 -5.014
C 3.086 -1.923 -4.223
C 3.217 -1.770 -2.845
C 3.496 -1.745 0.389
C 4.786 -2.245 0.180
C 5.182 -3.459 0.721
C 4.274 -4.201 1.472
C 3.005 -3.696 1.707
C 2.599 -2.451 1.197
Si 0.807 -1.887 1.524
C 0.549 -1.526 3.422
C 1.095 -2.420 4.356
C 0.811 -2.340 5.713
C -0.037 -1.352 6.191
C -0.555 -0.419 5.308
C -0.255 -0.484 3.948
P -0.747 0.900 2.866
C 0.591 2.111 3.206
C 1.726 1.797 3.953
C 2.710 2.754 4.181
C 2.585 4.029 3.653
C 1.480 4.342 2.870
C 0.499 3.389 2.638
C -2.240 1.700 3.558
C -2.195 2.862 4.243
C -3.370 3.739 4.330
C -4.555 3.199 3.548
C -4.646 1.825 3.115
C -3.511 1.116 3.110
C -0.176 -3.471 1.185
C -0.548 -4.413 2.151
C -1.175 -5.596 1.782
C -1.459 -5.852 0.444
C -1.128 -4.915 -0.522
C -0.504 -3.726 -0.152
P 0.043 -2.476 -1.378
C 1.035 -3.523 -2.532
C 0.826 -3.602 -3.908
C 1.605 -4.445 -4.695
C 2.604 -5.216 -4.121
C 2.836 -5.130 -2.752
C 2.061 -4.288 -1.968
C -1.332 -1.926 -2.405
C -0.840 -0.909 -3.443
C -2.654 0.068 -4.216
C -3.930 -0.682 -4.311
C -4.504 -1.291 -3.290
C -3.915 -1.414 -1.916
H 7.524 3.039 0.589
H 5.845 2.573 2.352
H 3.849 1.222 1.828
H 5.185 0.795 -2.211
H 7.174 2.157 -1.696
H 2.339 1.489 -2.594
H 2.102 1.206 -5.044
H 2.551 -0.978 -6.082
H 3.276 -2.892 -4.670
H 3.498 -2.628 -2.249
H 5.489 -1.673 -0.416
H 6.183 -3.834 0.541
H 4.551 -5.174 1.863
H 2.298 -4.306 2.260
H 1.764 -3.202 4.021
H 1.248 -3.059 6.397
H -0.273 -1.295 7.248
H -1.187 0.382 5.674
H 1.842 0.806 4.378
H 3.576 2.492 4.779
H 3.346 4.777 3.845
H 1.368 5.334 2.446
H -0.355 3.648 2.021
H -1.266 3.208 4.679
H -3.541 4.311 5.246
H -5.470 4.939 4.089
H -5.592 1.404 2.796
H -3.526 0.089 2.766
H -0.348 -4.228 3.200
H -1.441 -6.324 2.540
H -1.946 -6.778 0.159
H -1.367 -5.092 -1.564
H 0.047 -3.015 -4.379
H 1.423 -4.495 -5.762
H 3.200 -5.882 -4.734
H 3.621 -5.721 -2.292
H 2.252 -4.224 -0.899
H 0.224 -0.678 -3.363
H -2.814 1.067 -4.610
H -4.402 -0.667 -5.290
H -5.472 -1.768 -3.424
H -4.463 -0.748 -1.237
O 0.897 0.971 -7.210
C -0.225 0.557 -6.884
O -1.199 0.145 -7.555
C -0.589 0.556 -5.393
C -0.416 1.714 -4.702
C -0.725 2.043 -3.311
N -1.357 1.338 -2.426
C -1.912 0.080 -2.858
C -1.400 -0.592 -4.862
C -2.424 -0.962 -1.799
C -4.140 -2.818 -1.435
C -3.941 -3.169 -0.163
C -3.374 -2.302 0.846
C -2.588 -1.207 0.650
N -2.105 -0.547 -0.442
C -0.169 3.358 -2.832
C -0.164 4.486 -3.644
C 0.366 5.662 -3.141
C 0.885 5.680 -1.856
C 0.827 4.512 -1.113
N 0.304 3.386 -1.593
H 0.147 2.473 -5.232
H -1.560 -1.383 -5.586
H -4.487 -3.549 -2.159
H -4.203 -4.175 0.150
H -3.485 -2.606 1.881
H -2.205 -0.779 1.567
H -0.582 4.447 -4.641
H 0.370 6.558 -3.748
H 1.314 6.579 -1.432
H 1.209 4.464 -0.095
N -2.211 2.625 0.293
C -2.638 3.489 0.955
C -3.092 4.538 1.739
C -3.812 4.337 3.008
N -5.263 4.408 3.247
C -2.707 5.856 1.359
N -2.384 6.925 1.054

Frontier orbital gap (alpha / beta), eV: 6.3 / 5.8
HOMO energy (alpha / beta), eV: -4.9 / -4.9
Total charge: -1
Strongest force on any atom, eV Å⁻¹: 0.73
ΔE to the lowest compared entry with this formula, charge and spin, kJ/mol: 656.6
2S+1: 1



Record 7
Below is the ion C5H6N with charge +1 in a non-equilibrium geometry, with properties calculated with ωB97M-V/def2-TZVPD.

Cartesian coordinates (Å):
C -2.725 0.827 -0.216
C 1.592 2.134 -0.057
C -1.587 0.567 0.134
C 0.365 -1.117 -0.151
C 0.167 0.186 0.652
N 0.881 1.236 0.265
H -3.753 0.779 -0.147
H 2.246 3.035 -0.331
H 0.602 -0.921 -1.316
H -0.447 -1.744 0.031
H 1.211 -1.745 0.200
H -0.119 0.016 1.669

Frontier orbital gap (alpha / beta), eV: 7.4 / 7.3
HOMO energy (alpha / beta), eV: -10.9 / -16.2
Total charge: +1
Strongest force on any atom, eV Å⁻¹: 3.46
ΔE to the lowest compared entry with this formula, charge and spin, kJ/mol: 525.3
2S+1: 3



Q: The highest strongest force on any atom belongs to which entry?
A: C32H32O3